1.
ORCA calculation (ωB97M-V with the def2-TZVPD basis set) on the molecule C6H7OP in a non-equilibrium geometry.

Positions of all 15 atoms, in Å:
C1 -0.80394 1.37629 -0.46739
C2 0.54324 1.63243 -0.14041
C3 -1.75891 0.69885 0.27070
C4 1.49679 0.88835 0.78719
C5 -1.56584 0.64340 1.57254
C6 1.55873 -0.44046 1.02340
O1 -1.30647 0.40680 2.67272
P1 0.43234 -1.57288 0.41471
H1 -1.04812 1.91887 -1.37946
H2 1.14653 2.24916 -0.75217
H3 -2.81369 0.43222 -0.02853
H4 2.43707 1.40773 1.24157
H5 -0.52281 -1.91880 1.29134
H6 1.26663 -2.68719 0.35100
H7 -0.27385 -1.88074 -0.85641

Calculated values
- Orbital gap: 8.177 eV
- Lowest unoccupied orbital energy: 0.0147 hartree

How positive or negative is each atom? The Mulliken charges in e answer that: atom 1 (C): -0.0274, atom 2 (C): -0.4674, atom 3 (C): -0.7396, atom 4 (C): -0.2376, atom 5 (C): 0.6730, atom 6 (C): -0.4578, atom 7 (O): -0.3315, atom 8 (P): 0.1140, atom 9 (H): 0.3344, atom 10 (H): 0.3628, atom 11 (H): 0.3053, atom 12 (H): 0.2615, atom 13 (H): 0.0443, atom 14 (H): 0.0972, atom 15 (H): 0.0687

---

2.
ORCA calculation (ωB97M-V with the def2-TZVPD basis set) on a structure of composition C6H8.

Positions of all 14 atoms, in Å:
C1 2.93490 -0.40032 -0.60399
C2 1.76336 -0.29260 -0.33231
C3 0.35275 -0.20621 0.00922
C4 -0.25663 1.10952 0.42677
C5 -1.58046 0.38074 0.70089
C6 -0.59027 -0.97845 -0.79781
H1 3.97044 -0.49050 -0.85300
H2 -0.53957 -0.62385 0.99611
H3 0.18291 1.54652 1.32999
H4 -0.28455 1.87146 -0.36160
H5 -1.94074 0.38594 1.73326
H6 -2.41167 0.55608 0.01970
H7 -0.40605 -1.08397 -1.87612
H8 -1.19444 -1.77434 -0.39110

Calculated values
- Orbital gap: 8.177 eV
- Lowest unoccupied orbital energy: -0.0070 hartree

How positive or negative is each atom? The Mulliken charges in e answer that: atom 1 (C): -0.0303, atom 2 (C): -0.8364, atom 3 (C): 0.2782, atom 4 (C): -0.1944, atom 5 (C): -0.8787, atom 6 (C): -0.7396, atom 7 (H): 0.4236, atom 8 (H): 0.1991, atom 9 (H): 0.2909, atom 10 (H): 0.2805, atom 11 (H): 0.3110, atom 12 (H): 0.2556, atom 13 (H): 0.3136, atom 14 (H): 0.3269

---

3.
ORCA calculation (ωB97M-V with the def2-TZVPD basis set) on the molecule C6H8 in a non-equilibrium geometry.

Positions of all 14 atoms, in Å:
C1 -0.74349 0.27405 1.33834
C2 0.50348 -0.19723 1.32350
C3 1.05596 -0.14227 -0.05413
C4 0.55271 -1.17041 -1.01420
C5 -0.08851 0.18518 -0.97440
C6 -1.12116 0.73676 -0.03744
H1 -1.38338 0.39159 2.20552
H2 1.07965 -0.55333 2.16952
H3 1.82377 0.63745 -0.18353
H4 0.07331 -2.03466 -0.56592
H5 1.08975 -1.37392 -1.93486
H6 0.11934 0.79901 -1.85017
H7 -2.15915 0.58870 -0.34757
H8 -0.80229 1.85907 -0.07468

Calculated values
- SMILES: C1=C[C@H]2C[C@H]2C1
- Orbital gap: 10.245 eV
- Lowest unoccupied orbital energy: 0.0445 hartree

How positive or negative is each atom? The Mulliken charges in e answer that: atom 1 (C): -0.5003, atom 2 (C): -0.6142, atom 3 (C): 0.0117, atom 4 (C): -0.6889, atom 5 (C): -0.3332, atom 6 (C): -0.3648, atom 7 (H): 0.4170, atom 8 (H): 0.3954, atom 9 (H): 0.3331, atom 10 (H): 0.2335, atom 11 (H): 0.2696, atom 12 (H): 0.3224, atom 13 (H): 0.3377, atom 14 (H): 0.1808

---

4.
ORCA calculation (ωB97M-V with the def2-TZVPD basis set) on the molecule C6H8 in a non-equilibrium geometry.

Positions of all 14 atoms, in Å:
C1 -0.72606 1.58962 0.14151
C2 0.74030 1.63394 0.13951
C3 -1.08251 0.30542 -0.02007
C4 1.08942 0.36415 -0.06972
C5 -2.20998 -0.62987 -0.05683
C6 2.19624 -0.65495 -0.14720
H1 -1.38931 2.33979 0.55957
H2 1.33451 2.49820 0.04170
H3 -1.99868 -1.36992 0.81377
H4 -2.20092 -1.11364 -0.93976
H5 -3.21590 -0.10538 0.02844
H6 2.03957 -1.21703 0.79732
H7 3.22830 -0.32114 -0.27925
H8 2.11818 -1.19275 -0.96387

Calculated values
- Orbital gap (spin up / spin down): 8.827 / 8.826 eV
- Lowest unoccupied orbital energy (spin up / spin down): 0.0404 / 0.0403 hartree

How positive or negative is each atom? The Mulliken charges in e answer that: atom 1 (C): -0.3103, atom 2 (C): -0.4690, atom 3 (C): 0.1038, atom 4 (C): 0.1905, atom 5 (C): -0.9191, atom 6 (C): -1.0501, atom 7 (H): 0.3479, atom 8 (H): 0.4220, atom 9 (H): 0.2181, atom 10 (H): 0.2843, atom 11 (H): 0.2824, atom 12 (H): 0.2227, atom 13 (H): 0.3340, atom 14 (H): 0.3427

---

5.
ORCA calculation (ωB97M-V with the def2-TZVPD basis set) on the molecule C6H8.

Positions of all 14 atoms, in Å:
C1 2.57713 0.61585 -0.48088
C2 1.63957 -0.02866 -0.08225
C3 0.53636 -0.79944 0.44021
C4 -0.60000 -1.30102 -0.42178
C5 -0.84768 -0.18122 0.53703
C6 -1.11949 1.17283 -0.08064
H1 3.41163 1.16341 -0.85880
H2 0.83360 -1.55024 1.16792
H3 -0.57293 -1.07163 -1.48281
H4 -0.96574 -2.28881 -0.16019
H5 -1.41938 -0.40103 1.43790
H6 -0.48207 1.32654 -0.95784
H7 -0.95326 2.00890 0.60624
H8 -2.16333 1.20305 -0.41364

Calculated values
- SMILES: C#C[C@@H]1C[C@@H]1C
- Orbital gap: 10.491 eV
- Lowest unoccupied orbital energy: 0.0423 hartree

How positive or negative is each atom? The Mulliken charges in e answer that: atom 1 (C): 0.3855, atom 2 (C): -0.7636, atom 3 (C): -0.3965, atom 4 (C): -0.6695, atom 5 (C): 0.1845, atom 6 (C): -1.3451, atom 7 (H): 0.4173, atom 8 (H): 0.3252, atom 9 (H): 0.2755, atom 10 (H): 0.2677, atom 11 (H): 0.3441, atom 12 (H): 0.3129, atom 13 (H): 0.3282, atom 14 (H): 0.3340

---

6.
ORCA calculation (ωB97M-V with the def2-TZVPD basis set) on a structure of composition C6H8 in a non-equilibrium geometry.

Positions of all 14 atoms, in Å:
C1 0.87510 -1.89737 -1.64515
C2 0.17912 -1.07411 -1.13951
C3 0.54882 -0.23833 1.90874
C4 -0.63435 -0.37492 1.40227
C5 -0.17339 1.29027 -0.67571
C6 -0.70383 -0.08657 -0.62417
H1 1.57209 -2.39947 -2.28197
H2 0.66864 0.00825 2.93807
H3 1.30849 -0.02663 1.15658
H4 -1.68967 -0.35790 1.75513
H5 -0.74789 2.01443 0.07541
H6 0.86396 1.41718 -0.31140
H7 -0.27967 1.82707 -1.63142
H8 -1.78744 -0.10190 -0.92686

Calculated values
- Orbital gap: 10.018 eV
- Lowest unoccupied orbital energy: 0.0417 hartree

How positive or negative is each atom? The Mulliken charges in e answer that: atom 1 (C): 0.0939, atom 2 (C): -0.5499, atom 3 (C): -0.5881, atom 4 (C): -0.2027, atom 5 (C): -0.9561, atom 6 (C): -0.2877, atom 7 (H): 0.4368, atom 8 (H): 0.2934, atom 9 (H): 0.2491, atom 10 (H): 0.3085, atom 11 (H): 0.2680, atom 12 (H): 0.2820, atom 13 (H): 0.3352, atom 14 (H): 0.3175

---

7.
ORCA calculation (ωB97M-V with the def2-TZVPD basis set) on a cluster of 2 separate species, C6H8 in total in a non-equilibrium geometry.

Positions of all 14 atoms, in Å:
C1 1.16138 1.10987 -0.90401
C2 0.99296 0.18338 -0.14795
C3 0.57778 -0.62309 0.98758
C4 1.08872 -2.02502 1.06391
H1 1.19784 1.83908 -1.60566
H2 0.59025 -0.08900 1.92951
H3 -0.49519 -0.79830 0.74546
H4 0.80116 -2.38681 2.03847
H5 2.20823 -2.14348 1.08951
H6 0.68680 -2.56666 0.23606
C5 -1.66208 1.83047 -1.08081
C6 -2.73053 2.06249 -1.52880
H7 -0.73185 1.57230 -0.80185
H8 -3.68548 2.03478 -2.02142

Calculated values
- SMILES: C#CCC.C#C
- Orbital gap: 11.031 eV
- Lowest unoccupied orbital energy: 0.0359 hartree

How positive or negative is each atom? The Mulliken charges in e answer that: atom 1 (C): -0.3030, atom 2 (C): -0.2948, atom 3 (C): -0.3007, atom 4 (C): -1.0461, atom 5 (H): 0.5060, atom 6 (H): 0.3578, atom 7 (H): 0.2161, atom 8 (H): 0.3076, atom 9 (H): 0.2864, atom 10 (H): 0.3075, atom 11 (C): -0.2323, atom 12 (C): -0.1079, atom 13 (H): -0.0750, atom 14 (H): 0.3783

---

8.
ORCA calculation (ωB97M-V with the def2-TZVPD basis set) on the molecule C6H8 in a non-equilibrium geometry.

Positions of all 14 atoms, in Å:
C1 0.57467 1.36720 -0.46961
C2 0.51166 2.48186 -1.03803
C3 1.17133 0.53238 0.63807
C4 0.03755 0.03427 -0.09405
C5 0.22348 -1.21930 -0.99625
C6 -1.31882 0.11023 0.69777
H1 2.19351 -0.02101 0.46105
H2 1.04841 0.84700 1.73928
H3 0.32623 -2.20402 -0.48070
H4 1.04652 -1.08371 -1.55016
H5 -0.57520 -1.24705 -1.63817
H6 -1.32501 0.91544 1.30055
H7 -1.61994 -0.77178 1.29711
H8 -2.29440 0.25849 0.13314

Calculated values
- Orbital gap: 9.949 eV
- Lowest unoccupied orbital energy: -0.0046 hartree

How positive or negative is each atom? The Mulliken charges in e answer that: atom 1 (C): -0.1759, atom 2 (C): -0.2926, atom 3 (C): -0.5833, atom 4 (C): 1.3035, atom 5 (C): -1.5948, atom 6 (C): -1.5183, atom 7 (H): 0.2430, atom 8 (H): 0.2488, atom 9 (H): 0.3120, atom 10 (H): 0.4869, atom 11 (H): 0.4292, atom 12 (H): 0.4557, atom 13 (H): 0.3552, atom 14 (H): 0.3306

---

9.
ORCA calculation (ωB97M-V with the def2-TZVPD basis set) on a cluster of 2 separate species, C6H8 in total.

Positions of all 14 atoms, in Å:
C1 0.74504 -0.71766 -0.46113
C2 1.15185 0.57049 -0.52544
C3 1.45155 -0.17100 0.73743
H1 0.84787 -1.60289 -1.07248
H2 1.68472 1.19352 -1.22841
H3 2.47040 -0.49977 0.95723
H4 0.85932 0.05777 1.63043
C4 -1.36966 1.45248 0.04796
C5 -1.70722 0.22321 0.08353
C6 -1.31116 -1.06106 -0.04753
H5 -1.86918 2.40090 0.17824
H6 -0.18803 1.42783 -0.20224
H7 -1.16735 -1.66501 0.84615
H8 -1.59815 -1.60882 -0.94375

Calculated values
- SMILES: C1=CC1.C=C=C
- Orbital gap: 9.520 eV
- Lowest unoccupied orbital energy: 0.0398 hartree

How positive or negative is each atom? The Mulliken charges in e answer that: atom 1 (C): -0.1900, atom 2 (C): -0.3990, atom 3 (C): -0.6001, atom 4 (H): 0.3598, atom 5 (H): 0.4288, atom 6 (H): 0.2501, atom 7 (H): 0.2045, atom 8 (C): -0.7332, atom 9 (C): 0.1255, atom 10 (C): -0.4697, atom 11 (H): 0.3058, atom 12 (H): 0.0948, atom 13 (H): 0.2948, atom 14 (H): 0.3280

---

10.
ORCA calculation (ωB97M-V with the def2-TZVPD basis set) on the molecule C6H8 in a non-equilibrium geometry.

Positions of all 14 atoms, in Å:
C1 2.57229 0.46139 -0.55237
C2 1.62100 -0.05293 -0.03313
C3 0.52541 -0.69814 0.58169
C4 -0.44012 -1.23355 -0.47421
C5 -0.87106 -0.17653 0.47514
C6 -1.18931 1.20331 -0.01361
H1 3.37735 0.81802 -1.11997
H2 0.78798 -1.29554 1.45797
H3 -0.33833 -0.93529 -1.52643
H4 -0.75276 -2.25002 -0.33135
H5 -1.48297 -0.53554 1.28852
H6 -0.50650 1.50923 -0.80788
H7 -1.10080 1.92361 0.79926
H8 -2.20735 1.25282 -0.40939

Calculated values
- SMILES: C#C[C@@H]1C[C@@H]1C
- Orbital gap: 10.299 eV
- Lowest unoccupied orbital energy: 0.0422 hartree

How positive or negative is each atom? The Mulliken charges in e answer that: atom 1 (C): 0.3051, atom 2 (C): -0.7454, atom 3 (C): -0.3661, atom 4 (C): -0.7422, atom 5 (C): 0.2790, atom 6 (C): -1.3586, atom 7 (H): 0.4586, atom 8 (H): 0.3170, atom 9 (H): 0.2608, atom 10 (H): 0.2686, atom 11 (H): 0.3583, atom 12 (H): 0.3064, atom 13 (H): 0.3255, atom 14 (H): 0.3329

---

11.
ORCA calculation (ωB97M-V with the def2-TZVPD basis set) on a structure of composition C6H8AgMgO6 in a non-equilibrium geometry.

Positions of all 22 atoms, in Å:
O1 0.09775 -0.67707 -0.07857
O2 2.39827 1.05815 0.92639
C1 0.92232 -1.07908 -1.16966
C2 2.40653 -0.85112 -0.95325
O3 2.84819 0.49663 -1.16054
C3 2.91063 1.42898 -0.16257
H1 0.58913 -0.56079 -2.07999
H2 0.79424 -2.15484 -1.36971
H3 2.94499 -1.44516 -1.70278
H4 2.71503 -1.21267 0.03885
O4 -0.84818 1.43230 0.59559
C4 -0.54855 2.64501 -0.10706
C5 -0.36782 2.16058 -1.54113
O5 -1.16701 0.97778 -1.57476
C6 -1.26288 0.43799 -0.33379
H5 -1.39353 3.33534 0.00197
H6 0.36056 3.08774 0.31351
H7 0.67762 1.90668 -1.76400
H8 -0.75240 2.85986 -2.28907
O6 -2.28354 -0.23342 -0.05118
Ag1 -1.85990 -2.40943 0.58965
Mg1 0.85024 0.14926 1.72362

Calculated values
- Orbital gap (spin up / spin down): 4.100 / 5.706 eV
- 2S+1: 2
- Lowest unoccupied orbital energy (spin up / spin down): -0.0665 / -0.0612 hartree
- Expectation value of S²: 0.7512

How positive or negative is each atom? The Mulliken charges in e answer that: atom 1 (O): -0.3091, atom 2 (O): -0.4400, atom 3 (C): -0.3777, atom 4 (C): -0.5922, atom 5 (O): -0.1029, atom 6 (C): -0.5173, atom 7 (H): 0.3010, atom 8 (H): 0.3113, atom 9 (H): 0.3693, atom 10 (H): 0.2451, atom 11 (O): -0.4380, atom 12 (C): -0.3540, atom 13 (C): -0.2307, atom 14 (O): -0.4106, atom 15 (C): 1.2543, atom 16 (H): 0.2614, atom 17 (H): 0.3150, atom 18 (H): 0.1437, atom 19 (H): 0.3430, atom 20 (O): -0.8588, atom 21 (Ag): 0.3834, atom 22 (Mg): 0.7038

---

12.
ORCA calculation (ωB97M-V with the def2-TZVPD basis set) on the molecule C6H8BNO2 in a non-equilibrium geometry.

Positions of all 18 atoms, in Å:
N1 -1.38539 -2.53343 0.46509
C1 -1.09495 -1.20407 0.42363
C2 -2.11113 -0.29835 0.27859
C3 -1.87145 1.05371 0.23417
C4 -0.56900 1.48384 -0.10483
C5 0.50315 0.52916 -0.05969
B1 1.99037 0.92914 -0.39956
O1 2.54084 2.09061 0.02460
O2 2.80826 0.10228 -1.12749
C6 0.19035 -0.74457 0.21807
H1 -0.62218 -3.20024 0.65966
H2 -2.22575 -2.86958 0.93106
H3 -3.13160 -0.69281 0.38918
H4 -2.64470 1.75828 0.18929
H5 -0.48224 2.51801 -0.41747
H6 3.37071 2.34213 -0.45232
H7 3.70154 0.23173 -1.48308
H8 1.03315 -1.49584 0.23110

Calculated values
- SMILES: Nc1cccc(B(O)O)c1
- Orbital gap: 8.110 eV
- Lowest unoccupied orbital energy: 0.0134 hartree

How positive or negative is each atom? The Mulliken charges in e answer that: atom 1 (N): -0.5720, atom 2 (C): 0.8407, atom 3 (C): -0.4901, atom 4 (C): -0.6202, atom 5 (C): -0.5363, atom 6 (C): -0.0367, atom 7 (B): 0.6331, atom 8 (O): -0.5208, atom 9 (O): -0.5973, atom 10 (C): -0.2885, atom 11 (H): 0.2211, atom 12 (H): 0.2291, atom 13 (H): 0.2464, atom 14 (H): 0.4022, atom 15 (H): 0.3468, atom 16 (H): 0.2854, atom 17 (H): 0.2979, atom 18 (H): 0.1593

---

We obtain energy values of -17665.673; -6343.684; -6349.533; -6345.855; -6349.052; -6346.701; -6346.733; -6346.111; -6345.772; -6348.930; -28077.453; -12615.665 eV for the records listed above, in that order.